The following is a quantum chemistry calculation of C30H24N5O3Ta as an isolated structure, from OMol25.

Its net charge is +2. Its total energy is -46631.074 eV. The calculation puts the HOMO energy at -12.847 eV. The value obtained for the molecular weight is 683.50 g mol⁻¹.

Structure (XYZ):
```
63
Properties=species:S:1:pos:R:3:forces:R:3
Ta -0.083 -0.157 -0.591 0.1 -0.8 0.0
O 6.797 -0.080 0.779 0.0 0.0 0.1
C 6.373 -0.100 -0.379 0.1 0.0 0.0
O 6.877 -0.143 -1.503 0.0 0.0 -0.1
C 4.815 -0.061 -0.436 0.0 0.1 0.0
C 4.160 -0.070 -1.666 -0.2 0.0 0.0
C 2.787 -0.040 -1.682 0.2 0.0 0.0
N 2.062 0.006 -0.535 0.0 0.2 0.1
C 2.704 0.058 0.662 0.2 0.0 0.1
C 4.076 0.014 0.740 -0.1 0.0 0.0
C 1.802 0.192 1.816 0.0 0.0 0.1
C 2.231 0.368 3.122 0.0 0.0 -0.1
C 1.287 0.528 4.123 0.0 0.0 0.0
C -0.062 0.515 3.798 0.0 0.0 0.0
C -0.427 0.332 2.479 0.0 0.0 0.1
N 0.488 0.165 1.509 0.0 0.1 0.1
C 1.951 -0.043 -2.890 0.0 0.0 -0.1
C 2.442 -0.022 -4.183 -0.1 0.0 0.1
C 1.546 -0.018 -5.240 0.0 0.0 0.0
C 0.180 -0.042 -4.983 0.0 0.0 0.1
C -0.246 -0.070 -3.675 0.0 0.0 -0.1
N 0.621 -0.064 -2.644 0.0 0.1 -0.1
H 4.795 -0.106 -2.544 0.0 0.0 0.0
H 4.647 0.047 1.661 0.0 0.0 0.0
H 3.288 0.387 3.347 0.0 0.0 0.0
H 1.603 0.670 5.148 0.0 0.0 0.0
H -0.827 0.645 4.550 0.0 0.0 0.0
H -1.469 0.304 2.184 0.0 0.0 0.0
H 3.508 -0.010 -4.358 0.0 0.0 0.0
H 1.910 0.002 -6.259 0.0 0.0 0.0
H -0.545 -0.045 -5.784 0.0 0.0 0.0
H -1.299 -0.103 -3.423 0.0 0.0 0.0
C -3.246 -0.777 -0.700 0.0 -0.1 0.0
N -2.116 0.201 -0.655 0.0 0.0 0.0
C -2.501 1.500 -0.595 0.1 0.3 0.0
C -1.526 2.454 -0.521 -0.1 0.1 0.0
C -1.498 3.872 -0.458 0.0 -0.1 0.0
C -0.173 4.236 -0.388 0.0 0.0 0.0
C 0.578 3.044 -0.409 0.1 0.0 0.0
N -0.213 1.971 -0.493 0.0 0.2 -0.1
C -3.839 -0.970 0.670 0.0 0.0 0.0
C -3.180 -1.770 1.601 0.0 0.0 0.0
C -3.688 -1.929 2.879 0.0 0.0 0.0
C -4.867 -1.286 3.238 0.0 0.0 0.0
C -5.535 -0.499 2.315 0.0 0.0 0.0
C -5.024 -0.343 1.033 0.0 0.0 0.0
H -2.866 -1.715 -1.100 0.0 0.0 0.0
H -3.992 -0.400 -1.401 0.0 0.0 0.0
H -3.558 1.746 -0.613 0.0 0.0 0.0
H -2.358 4.522 -0.462 0.0 0.0 0.0
H 0.232 5.232 -0.331 0.0 0.0 0.0
H 1.655 2.945 -0.366 0.0 0.0 0.0
H -2.276 -2.305 1.314 0.0 0.0 0.0
H -3.184 -2.571 3.591 0.0 0.0 0.0
H -5.274 -1.419 4.231 0.0 0.0 0.0
H -6.465 -0.017 2.585 0.0 0.0 0.0
H -5.568 0.251 0.307 0.0 0.0 0.0
C 0.593 -3.453 0.569 0.0 0.0 0.0
C 0.144 -2.219 -0.081 0.2 -0.1 0.3
O -0.479 -2.139 -1.152 -0.3 0.1 -0.3
H 0.193 -4.349 0.097 0.0 0.0 0.0
H 0.351 -3.417 1.633 0.0 0.0 0.0
H 1.688 -3.458 0.517 0.0 0.0 0.0
```
Forces are in eV/Å.